Computed, not measured: a 2-piece molecular cluster, C3H11N3O overall, with wB97M-V/def2-TZVPD.

Structure (XYZ):
```
18
Properties=species:S:1:pos:R:3:forces:R:3:nbo_charge:R:1
H 1.762 0.030 3.007 -0.03 0.04 0.01 0.338
N 1.308 0.297 2.140 0.02 -0.03 0.05 -0.742
C 1.962 -0.158 1.145 -0.06 0.05 -0.09 0.288
N 1.598 0.114 -0.142 0.03 -0.18 0.37 -0.630
C 1.973 -0.806 -1.198 -0.22 0.20 -0.02 -0.407
H 2.863 -0.773 1.232 0.04 0.00 0.00 0.137
H 0.668 0.524 -0.185 0.04 0.03 -0.39 0.418
H 1.899 -0.306 -2.161 0.03 -0.01 -0.01 0.205
H 3.006 -1.112 -1.055 0.11 -0.06 -0.01 0.198
H 1.342 -1.701 -1.227 0.03 -0.04 -0.01 0.176
N -1.346 1.172 -0.360 -0.04 0.18 0.30 -0.852
C -2.261 0.073 -0.322 0.00 0.02 0.02 0.088
O -3.502 0.479 0.262 0.04 -0.08 -0.06 -0.739
H -1.749 1.945 -0.880 0.07 -0.07 0.01 0.368
H -1.171 1.504 0.590 -0.03 -0.09 -0.21 0.381
H -2.430 -0.287 -1.341 0.00 0.02 -0.03 0.148
H -1.809 -0.729 0.266 -0.01 -0.01 0.04 0.157
H -4.112 -0.265 0.229 -0.02 0.03 0.04 0.467
```
Forces are in eV/Å.

Summary:
E_tot (eV): -9806.8158
SMILES: [H]/N=C/NC.NCO
Gap between HOMO and LUMO (eV): 9.59
Lowest unoccupied orbital energy (Ha): 0.0338
Energy above the lowest of the compared OMol25 structures with the same formula, charge and spin (kcal per mole): 27.3
Net charge: 0

=====

Computed, not measured: the molecule C3H11N3O2, with wB97M-V/def2-TZVPD.

Structure (XYZ):
```
19
Properties=species:S:1:pos:R:3:forces:R:3:nbo_charge:R:1
C 1.700 -1.080 1.501 -0.03 -0.13 -0.23 -0.425
N 1.228 -0.316 0.356 -0.14 0.07 -0.29 -0.238
O 2.257 -0.193 -0.606 -0.39 -0.23 0.10 -0.589
C -0.061 -0.907 -0.412 0.48 0.36 0.16 0.455
O 0.156 -1.222 -1.598 -0.11 0.32 0.42 -0.746
N -0.814 0.641 -0.128 0.60 -0.27 0.13 -0.385
C -1.166 1.375 -1.343 0.08 -0.18 0.15 -0.432
N -1.836 0.561 0.863 0.21 -0.07 -0.16 -0.661
H 2.029 -2.074 1.186 0.03 0.01 0.05 0.198
H 0.881 -1.170 2.216 0.02 0.03 -0.04 0.209
H 2.531 -0.551 1.968 -0.05 -0.04 -0.04 0.214
H 1.827 -0.639 -1.386 0.07 0.06 0.11 0.487
H -0.603 -1.556 0.293 -0.06 0.15 -0.01 0.133
H 0.326 0.739 0.374 -0.89 -0.04 -0.34 0.454
H -0.345 1.289 -2.053 0.00 -0.01 0.04 0.236
H -1.342 2.425 -1.103 0.00 -0.02 -0.04 0.196
H -2.060 0.948 -1.807 0.03 0.00 0.06 0.195
H -2.004 1.489 1.242 0.02 -0.05 -0.05 0.352
H -2.704 0.240 0.436 0.14 0.04 -0.03 0.347
```
Forces are in eV/Å.

Summary:
E_tot (eV): -11850.5391
SMILES: CN(O)[C@H]([O-])[N@@H+](C)N
Gap between HOMO and LUMO (eV): 9.75
Lowest unoccupied orbital energy (Ha): 0.0295
Energy above the lowest of the compared OMol25 structures with the same formula, charge and spin (kcal per mole): 119.9
Net charge: 0

=====

Computed, not measured: the molecule C3H11N3O3S, with wB97M-V/def2-TZVPD.

Structure (XYZ):
```
21
Properties=species:S:1:pos:R:3:forces:R:3:nbo_charge:R:1
C 0.328 -0.575 1.676 2.20 -1.53 -1.59 -0.634
C -0.698 -0.416 0.508 0.57 2.28 1.03 -0.440
C 0.101 0.014 -0.800 -2.27 0.17 0.21 0.436
N 0.947 -1.043 -1.240 -3.01 -3.40 0.26 -0.833
N 0.715 1.211 -0.386 2.86 1.62 -0.97 -0.904
N -0.798 0.513 -1.966 -1.61 -3.96 1.25 -0.925
S -1.274 2.032 -1.937 2.77 1.93 0.87 2.519
O -2.437 2.104 -2.715 -1.31 0.51 -0.38 -0.910
O -0.058 2.773 -2.234 -1.76 0.22 -0.43 -0.966
O -1.608 2.355 -0.399 -1.37 0.42 -1.23 -0.905
H 0.740 0.399 1.975 -0.78 -0.33 0.69 0.204
H -0.026 -1.267 2.493 0.41 1.16 -0.74 0.232
H 1.308 -1.044 1.187 -2.05 0.37 1.18 0.220
H -1.274 -1.308 0.447 -0.53 -0.73 -0.53 0.210
H -1.357 0.472 0.842 0.65 -1.70 -0.98 0.232
H 1.491 -0.782 -2.009 0.90 0.56 -1.48 0.373
H 0.275 -1.894 -1.593 2.32 2.67 1.13 0.367
H 1.227 1.712 -1.151 -0.99 -0.65 0.55 0.414
H 1.454 1.023 0.237 0.81 -0.53 1.26 0.381
H -1.682 -0.095 -1.998 1.71 1.07 -0.12 0.404
H -0.745 2.352 0.048 0.51 -0.13 0.00 0.527
```
Forces are in eV/Å.

Summary:
E_tot (eV): -24736.1915
SMILES: CCC(N)(N)NS(=O)(=O)O
Gap between HOMO and LUMO (eV): 10.94
Lowest unoccupied orbital energy (Ha): 0.0191
Energy above the lowest of the compared OMol25 structures with the same formula, charge and spin (kcal per mole): 0.0
Net charge: 0

=====

Computed, not measured: an isolated ion of composition C3H11N3P and charge +1, with wB97M-V/def2-TZVPD.

Structure (XYZ):
```
18
Properties=species:S:1:pos:R:3:forces:R:3:nbo_charge:R:1
C -1.239 -0.648 1.954 -2.43 -1.81 3.01 -1.035
P 0.232 0.251 1.353 -1.16 -1.00 -1.45 1.006
C -0.725 1.309 0.188 -2.10 2.03 -0.10 -0.998
N 0.428 -1.057 0.107 0.20 2.61 0.26 -0.758
N 1.656 -1.055 -0.535 -1.79 0.49 -0.10 -0.329
C 1.953 -0.220 -1.507 1.80 -2.44 -1.51 0.369
N 1.186 0.432 -2.374 -0.95 0.63 1.68 -0.715
H -1.082 -1.732 2.384 0.59 2.16 -0.25 0.259
H -2.006 -0.959 1.217 0.45 0.95 -0.28 0.245
H -1.858 -0.102 2.811 1.55 -0.92 -1.80 0.285
H -0.176 1.811 -0.617 0.47 -0.48 0.12 0.212
H -1.020 2.310 0.721 -0.13 -2.01 -0.54 0.268
H -1.650 0.761 -0.309 1.82 1.20 1.29 0.251
H -0.053 -1.874 0.410 0.64 -1.34 -0.47 0.418
H 2.296 -1.771 -0.282 1.08 -0.19 0.32 0.421
H 3.022 -0.418 -1.799 -1.11 0.83 0.07 0.235
H 1.577 1.017 -3.079 0.92 0.10 -0.39 0.432
H 0.269 0.801 -2.117 0.15 -0.82 0.16 0.434
```
Forces are in eV/Å.

Summary:
E_tot (eV): -17040.1398
SMILES: CP(C)N/[NH+]=C\N
Gap between HOMO and LUMO (eV): 9.22
Lowest unoccupied orbital energy (Ha): -0.1421
Energy above the lowest of the compared OMol25 structures with the same formula, charge and spin (kcal per mole): 15.0
Net charge: +1

=====

Computed, not measured: the molecule C3H11N3S, with wB97M-V/def2-TZVPD.

Structure (XYZ):
```
18
Properties=species:S:1:pos:R:3:forces:R:3:nbo_charge:R:1
C -2.180 1.053 -0.246 -3.39 3.07 -4.40 -0.618
C -1.996 -0.191 0.437 1.01 -1.97 2.30 -0.426
C -0.546 -0.457 0.840 0.93 0.58 0.75 -0.229
N 2.684 1.216 -0.008 -0.23 -0.98 0.05 -1.113
N 3.134 -1.173 -0.691 1.07 3.27 -2.77 -1.048
N 0.270 -0.464 -0.327 4.28 -0.17 -0.23 -0.761
S 2.320 -0.242 0.416 -2.82 0.37 -0.73 1.276
H -1.853 1.091 -1.308 0.69 -0.41 0.74 0.223
H -3.296 1.392 -0.549 1.85 -1.14 1.44 0.204
H -1.790 1.937 0.211 0.54 0.39 0.67 0.210
H -2.277 -1.104 -0.118 -0.58 0.54 0.36 0.209
H -2.382 -0.116 1.461 -1.12 -0.45 -0.38 0.205
H -0.107 0.468 1.378 -1.14 -1.29 -0.05 0.167
H -0.530 -1.353 1.537 0.24 0.85 -0.75 0.175
H 1.876 1.778 0.299 0.57 0.02 0.07 0.377
H 3.241 -0.464 -1.544 -0.05 -1.95 2.06 0.410
H 2.788 -2.047 -1.047 -0.46 -0.41 0.51 0.405
H 0.644 -1.324 -0.741 -1.37 -0.33 0.36 0.334
```
Forces are in eV/Å.

Summary:
E_tot (eV): -18590.6906
Gap between HOMO and LUMO (eV): 8.41
Lowest unoccupied orbital energy (Ha): 0.0109
Energy above the lowest of the compared OMol25 structures with the same formula, charge and spin (kcal per mole): 106.8
Net charge: 0

=====

Computed, not measured: a 3-piece molecular cluster, C3H11N3S overall, with wB97M-V/def2-TZVPD.

Structure (XYZ):
```
18
Properties=species:S:1:pos:R:3:forces:R:3:nbo_charge:R:1
C 4.463 -5.438 0.319 -1.80 -0.53 0.05 0.186
C -0.981 3.342 1.343 1.95 0.86 -2.87 -0.322
C -2.391 0.631 -0.330 -1.42 1.85 2.86 -0.504
N 4.277 -4.885 1.462 2.08 -0.62 -0.26 -0.742
N -1.441 2.150 -1.930 0.54 2.73 1.62 -0.598
N -1.277 1.465 -0.619 0.69 1.71 0.38 -0.160
S 4.285 -6.205 -0.969 0.74 0.49 0.29 0.619
H -1.686 3.957 0.862 -0.29 1.15 -0.94 0.164
H -1.475 2.825 2.042 -0.89 -2.30 2.87 0.174
H 0.109 3.469 1.218 -1.00 -0.22 0.30 0.209
H -3.455 1.032 0.018 2.18 -0.04 -0.60 0.240
H -2.595 0.137 -1.203 -0.63 -2.18 -2.06 0.203
H -1.988 0.051 0.499 -0.47 -0.56 -0.23 0.255
H 3.405 -4.531 1.782 -1.00 0.37 -0.05 0.467
H 5.000 -4.989 2.171 0.07 0.19 0.00 0.469
H -1.417 3.273 -1.816 -0.51 -3.15 -0.33 0.469
H -0.589 1.921 -2.421 0.31 -0.08 -0.50 0.442
H -2.245 1.796 -2.428 -0.55 0.32 -0.51 0.427
```
Forces are in eV/Å.

Summary:
E_tot (eV): -18572.3863
Gap between HOMO and LUMO (alpha / beta) (eV): 6.22 / 8.17
Lowest unoccupied orbital energy (alpha / beta) (Ha): -0.2995 / -0.2995
Energy above the lowest of the compared OMol25 structures with the same formula, charge and spin (kcal per mole): 108.3
Net charge: +2